Entry 1:
Entry from the OMol25 dataset: a molecular structure, C50H49BrGaN6O2S (ωB97M-V with the def2-TZVPD basis set).

The geometry in ORCA input format:
```
! RIJCOSX wB97M-V def2-TZVPD def2/J DEFGRID3
* xyz 1 1
O 1.315 0.138 1.792
H -0.529 -1.018 5.128
C -2.544 3.752 -0.974
H 1.962 -1.100 -4.907
C 0.741 1.728 3.487
H -1.638 -0.229 -4.465
H 2.710 3.851 0.201
C 1.397 1.028 -3.322
S -6.171 4.716 -0.491
C -3.146 -4.492 1.967
H -0.946 1.362 -4.785
H 3.627 -0.500 -2.760
C -1.754 -2.538 2.280
C 0.080 3.256 -1.363
N -6.056 3.127 -0.254
N -2.245 0.116 -0.456
Br 1.305 3.840 7.577
C -5.009 0.363 -0.102
C -0.946 -4.332 -1.096
C 2.902 2.855 0.610
C 3.745 2.010 -0.356
H 5.014 -4.073 -0.866
C 2.226 -2.209 -0.195
H 0.354 -5.894 -1.850
C -4.779 2.818 -0.420
C 2.388 -1.136 -1.102
C 3.015 1.886 -1.699
C 1.078 2.984 5.914
C -2.526 -4.730 0.753
H 3.047 -4.017 0.623
H 1.259 2.114 -5.164
H 0.308 5.334 -1.814
C -3.040 -0.943 -0.329
H -2.738 0.066 2.224
C 0.948 -0.727 -5.061
C 2.695 2.992 -3.846
H 3.463 0.161 0.784
C -2.515 -0.338 3.212
H -6.073 0.490 0.053
C -4.214 1.485 -0.328
C -0.980 0.544 -4.062
H 5.204 -2.308 -2.628
C 1.734 1.293 4.359
C -2.840 1.330 -0.509
H -3.220 -3.220 3.680
C 1.035 -2.500 0.516
C 1.998 0.979 -2.051
O -0.439 1.360 1.437
H -3.428 -0.793 3.607
H -0.849 3.122 3.147
C 1.904 1.919 5.582
C 0.256 -5.279 -0.954
C 3.204 -3.231 -0.108
C 3.480 -1.256 -2.004
H -1.485 -2.572 -2.291
H 2.961 3.787 -4.531
C -1.036 -1.826 4.597
H 0.139 -5.948 -0.100
H 1.062 -3.450 1.049
H -1.931 -2.080 5.168
C -1.384 -1.374 3.173
H -0.539 4.265 5.332
H -1.750 -4.926 -1.535
C 0.419 -0.027 -3.806
H -2.579 -1.906 -0.398
N 1.571 -0.036 -1.118
H -0.379 -2.697 4.594
H 4.107 3.598 -2.363
H 0.227 -2.648 -1.839
N -0.114 -1.894 0.509
H -1.429 0.927 -3.145
C 1.736 2.058 -4.192
C -1.718 4.816 -1.332
Ga -0.037 0.131 -0.034
H 4.835 0.122 -0.335
C -1.994 2.479 -0.834
C 0.560 1.040 2.197
H 4.635 2.597 -0.591
H 3.414 2.974 1.567
H -3.923 -5.156 2.323
C -0.389 4.557 -1.532
N -0.688 2.225 -1.030
H 0.333 -0.782 -3.031
C -2.750 -3.405 2.721
C -0.638 -3.242 -2.121
H -0.404 -3.715 -3.078
C 4.260 0.752 0.341
H -2.823 -5.590 0.163
H -0.490 -0.921 2.763
H 4.932 1.062 1.145
H -2.142 5.805 -1.447
C -1.155 -2.783 1.038
C -4.414 -0.871 -0.136
C 4.285 -3.278 -0.936
C 3.334 2.883 -2.624
H 1.191 -4.729 -0.840
H 0.310 -1.576 -5.317
H 1.125 3.064 -1.496
N -4.632 5.066 -0.816
H 2.671 1.592 6.270
H -4.977 -1.785 -0.015
H -2.249 0.497 3.862
C -3.966 3.923 -0.742
C -1.520 -3.902 0.260
C -0.080 2.794 3.834
H 1.936 2.384 0.804
C 0.088 3.432 5.051
H 2.370 0.466 4.069
H 0.962 -0.052 -5.919
C 4.385 -2.282 -1.919
*
```

Properties
gap between HOMO and LUMO: 0.2623 Eh
LUMO level: -0.11972 hartree
DFT total energy: -198935.010 eV
strongest force on any atom: 0.38 eV Å⁻¹

Entry 2:
Entry from the OMol25 dataset: a gas-phase ion, C50H50F8N3 (charge +1) at a distorted geometry (ωB97M-V with the def2-TZVPD basis set).

The geometry in ORCA input format:
```
! RIJCOSX wB97M-V def2-TZVPD def2/J DEFGRID3
* xyz 1 1
H -5.190 -1.331 -2.571
H 1.199 3.731 2.221
C -1.080 6.233 2.777
H -5.841 -0.105 -0.855
C 2.885 -1.446 1.332
H -2.145 -0.328 5.438
H -2.041 -5.881 1.161
F 4.382 -3.775 1.398
H -4.186 -2.658 -1.904
C 0.069 5.447 2.944
C -5.154 -0.149 -0.002
C 2.545 -4.781 -1.493
C -0.569 4.093 1.047
H 3.517 5.038 -4.585
F 2.969 5.943 -2.200
C -5.612 0.051 1.304
H 3.409 -3.249 -2.742
H 0.176 2.280 -4.664
C 0.931 -2.795 -0.473
H 1.577 -0.355 -1.491
H 0.478 0.023 -3.571
H -1.620 2.672 -3.020
H -1.308 7.048 3.453
H 0.209 1.797 2.019
H -1.540 1.763 1.736
H -2.121 -2.776 2.598
H -2.320 -1.143 -1.554
C 1.780 -1.116 -2.257
C -0.318 -4.573 0.985
H -3.851 -0.551 5.038
C -3.806 -0.400 -0.243
F 5.288 -2.662 3.061
C 1.532 -5.110 -0.601
H 0.861 -6.118 1.947
C 4.906 2.144 0.222
H -0.289 -1.421 -2.867
C -1.226 2.797 -0.961
C 2.630 4.593 -4.122
C -2.919 -0.362 0.844
H 3.351 -1.418 -3.727
C 2.100 -0.341 0.910
H -2.293 2.709 -0.702
C 4.938 -0.224 0.961
H -3.025 0.961 4.590
H -2.750 0.376 -3.466
C 4.173 0.893 0.635
H -6.662 0.276 1.475
C 2.787 0.875 0.680
H 3.930 -0.889 -2.118
C 0.648 -1.025 -3.283
H -0.748 -6.527 0.127
H 1.155 -4.489 2.597
H -0.342 -5.355 3.012
C -4.167 -1.701 -2.434
N -1.514 -0.552 0.574
H -3.425 -2.661 3.800
H -2.448 1.210 -1.951
C -3.314 -0.695 -1.670
H 0.854 4.783 -1.198
C 0.370 3.449 -2.845
C 2.234 4.982 -2.851
C -2.493 -0.752 3.351
C 1.141 4.423 -2.185
H -5.137 -0.040 3.416
C 0.331 4.390 2.079
C -1.287 -5.613 0.412
C 4.270 -1.392 1.309
C -1.923 5.929 1.711
F 4.062 3.096 -0.286
C -2.909 -0.122 4.680
C -0.876 2.949 -2.267
F 6.267 -2.689 1.085
C -0.414 0.252 0.792
C 1.877 3.611 -4.772
H 6.023 -0.192 0.945
H 0.709 2.806 -0.070
C 5.054 -2.617 1.710
H 0.768 5.631 3.759
N -1.134 -1.781 0.161
H 2.224 1.780 0.480
H 1.382 -6.140 -0.272
H -2.480 4.574 0.127
C -4.749 -0.104 2.392
H -3.713 -1.867 -3.417
H -0.900 -3.689 1.264
H -4.103 1.129 -2.565
C -0.340 2.803 0.256
C -3.160 0.574 -2.469
C -3.393 -0.347 2.175
H 2.155 3.294 -5.779
C 0.677 -0.521 0.652
C 0.711 -4.120 -0.064
H -1.482 -0.393 3.109
F 5.574 2.721 1.271
H 3.151 0.271 -3.211
H -1.805 -5.224 -0.471
C -0.558 1.663 1.236
C 2.657 -3.485 -1.987
C -1.725 4.845 0.873
H 3.247 -5.544 -1.820
F 5.841 1.889 -0.748
F -3.037 6.709 1.510
H -1.730 -2.540 4.322
C -2.434 -2.272 3.522
C 3.136 -0.771 -2.866
H 0.897 -1.601 -4.188
C 1.803 -2.482 -1.543
C 0.764 3.040 -4.145
C 0.382 -5.164 2.210
H 2.404 -2.364 1.660
N 0.211 -1.754 0.187
*
```

Properties
gap between HOMO and LUMO: 0.2721 Eh
LUMO level: -0.13354 hartree
DFT total energy: -78866.737 eV
strongest force on any atom: 2.71 eV Å⁻¹

Q: What is the formula in the first record?
A: C50H49BrGaN6O2S

Q: Which of these has the lowest LUMO level?
A: C50H50F8N3